Formula: C8H32N13O11
Source: OMol25
Level of theory: ωB97M-V/def2-TZVPD

The LUMO energy is 2.35 eV. The HOMO energy is -7.049 eV. The HOMO-LUMO gap is 9.40 eV. The calculation puts the electronic energy at -1863.72145 Ha. The maximum force is 2.1 eV/A. As for the total charge: -1. As for the spin multiplicity: 1.

Structure (XYZ):
```
64
C8H32N13O11 ωB97M-V/def2-TZVPD
N 2.927 -8.423 -5.852
O 3.033 -7.175 -5.998
O 3.101 -9.171 -6.833
O 2.453 -8.864 -4.793
C 0.972 -11.947 -6.841
O 2.336 -11.911 -6.487
H 0.643 -12.976 -6.712
H 0.289 -11.228 -6.385
H 0.859 -11.731 -7.916
H 2.612 -10.982 -6.431
C 1.991 -10.309 -1.658
O 2.190 -10.878 -2.968
H 1.592 -9.306 -1.834
H 1.259 -10.944 -1.169
H 2.941 -10.204 -1.132
H 2.569 -10.163 -3.502
C 5.067 -6.593 -2.708
O 5.963 -6.543 -1.870
N 5.299 -6.630 -4.051
N 3.750 -6.469 -2.379
H 4.504 -6.776 -4.653
H 6.241 -6.631 -4.405
H 3.067 -6.217 -3.069
H 3.459 -6.420 -1.422
C 6.118 -11.994 -7.333
O 7.168 -12.398 -7.810
N 5.941 -10.711 -6.880
N 5.001 -12.774 -7.236
H 6.751 -10.149 -6.695
H 5.034 -10.358 -6.629
H 4.135 -12.500 -6.791
H 5.095 -13.654 -7.710
C 3.164 -3.511 -6.431
O 3.225 -2.382 -6.898
N 3.880 -4.597 -6.838
N 2.299 -3.803 -5.402
H 3.569 -5.486 -6.467
H 4.385 -4.555 -7.701
H 1.620 -3.105 -5.163
H 2.084 -4.735 -5.095
C -0.432 -7.103 -7.869
O -1.325 -6.689 -8.598
N 0.659 -6.334 -7.565
N -0.412 -8.334 -7.286
H 1.423 -6.674 -7.001
H 0.691 -5.459 -8.055
H -1.058 -9.013 -7.640
H 0.349 -8.593 -6.686
C 4.166 -9.211 -10.247
O 4.387 -8.012 -10.092
N 3.755 -9.750 -11.439
N 4.371 -10.087 -9.227
H 3.326 -9.137 -12.106
H 3.429 -10.693 -11.316
H 4.456 -9.623 -8.340
H 4.360 -11.080 -9.351
C 7.037 -6.330 -7.381
O 7.182 -6.180 -6.174
N 5.960 -6.986 -7.908
N 7.902 -5.839 -8.317
H 5.583 -6.853 -8.834
H 5.328 -7.456 -7.284
H 8.809 -5.466 -8.122
H 7.547 -5.733 -9.250
```